(1)
{
  "formula": "C22H24AsClI2LaO2P",
  "method": "ωB97M-V/def2-TZVPD",
  "lumo_energy_ev": [-8.8, -8.9],
  "e_tot_ev": -126995.867,
  "gap_ha": [0.2157, 0.2127],
  "charge": 2,
  "species": ["I", "I", "La", "P", "C", "C", "H", "H", "H", "C", "H", "H", "H", "H", "H", "H", "C", "O", "Cl", "O", "As", "C", "C", "C", "C", "C", "C", "C", "C", "C", "C", "C", "C", "C", "C", "C", "C", "C", "C", "H", "H", "H", "H", "H", "H", "H", "H", "H", "H", "H", "H", "H", "H", "H"],
  "coordinates": [[-2.357, -1.624, -0.872], [-2.326, 1.519, -0.823], [0.951, -0.162, 0.420], [0.323, 0.004, -2.708], [-1.124, 0.006, -3.861], [1.231, 1.424, -3.446], [2.222, -1.502, -2.954], [1.461, -1.135, -4.554], [0.688, -2.291, -3.412], [1.275, -1.368, -3.494], [2.202, 1.530, -2.946], [1.365, 1.268, -4.526], [-0.775, 0.035, -4.905], [-1.751, 0.880, -3.648], [0.647, 2.335, -3.276], [-1.726, -0.894, -3.690], [-3.917, -0.036, 0.624], [-5.019, -0.028, 0.923], [3.409, -0.824, 0.366], [0.162, -0.271, 2.374], [0.139, 0.131, 4.086], [-1.708, 0.378, 4.568], [-2.724, -0.016, 3.683], [-4.063, 0.099, 4.083], [-4.383, 0.633, 5.341], [-3.368, 1.024, 6.209], [-2.027, 0.893, 5.838], [0.906, -1.444, 4.886], [0.256, -2.055, 5.971], [0.797, -3.217, 6.535], [1.973, -3.773, 6.020], [2.619, -3.154, 4.938], [2.076, -2.001, 4.356], [1.136, 1.778, 4.077], [0.528, 2.962, 4.522], [1.216, 4.181, 4.381], [2.481, 4.222, 3.779], [3.081, 3.035, 3.340], [2.403, 1.817, 3.486], [-2.478, -0.422, 2.702], [-4.870, -0.231, 3.438], [-5.424, 0.724, 5.649], [-3.596, 1.414, 7.205], [-1.221, 1.159, 6.523], [-0.652, -1.613, 6.378], [0.289, -3.690, 7.376], [2.390, -4.684, 6.459], [3.534, -3.589, 4.528], [2.565, -1.547, 3.482], [-0.448, 2.926, 5.007], [0.755, 5.093, 4.752], [3.001, 5.176, 3.657], [4.055, 3.058, 2.838], [2.865, 0.888, 3.110]]
}


(2)
{
  "formula": "C5H14NO",
  "method": "ωB97M-V/def2-TZVPD",
  "lumo_energy_ev": -7.5,
  "e_tot_ev": -8939.428,
  "gap_ha": 0.1615,
  "relative_energy_kj_mol": 441.9,
  "charge": 1,
  "species": ["C", "O", "C", "C", "C", "C", "N", "H", "H", "H", "H", "H", "H", "H", "H", "H", "H", "H", "H", "H", "H"],
  "coordinates": [[0.679, -1.210, -0.436], [-0.511, -1.297, -1.200], [1.288, 0.140, -0.381], [0.460, 1.297, -0.156], [1.051, 2.225, 0.979], [1.211, 1.462, 2.266], [-3.311, -2.669, -1.611], [0.305, -1.504, 0.557], [1.425, -1.925, -0.787], [-0.462, -0.756, -2.001], [2.235, 0.281, -0.909], [-0.544, 0.982, 0.151], [0.320, 1.938, -1.036], [0.467, 3.135, 0.993], [2.079, 2.407, 0.627], [1.711, 1.995, 3.066], [1.615, 0.462, 2.056], [0.203, 1.218, 2.645], [-3.661, -2.399, -0.720], [-3.497, -2.150, -2.442], [-3.065, -3.633, -1.661]]
}


(3)
{
  "formula": "C31H52N6O4S2",
  "method": "ωB97M-V/def2-TZVPD",
  "lumo_energy_ev": 0.5,
  "e_tot_ev": -71792.496,
  "gap_ha": 0.2803,
  "smiles": "NCCCCc1cccc2c1Sc1cccc(CCCS)c1N2.CN(C)C=O.CN(C)C=O.CN(C)C=O.CN(C)C=O",
  "species": ["N", "C", "C", "C", "C", "C", "C", "C", "C", "C", "C", "S", "C", "C", "C", "C", "C", "C", "C", "C", "S", "C", "N", "H", "H", "H", "H", "H", "H", "H", "H", "H", "H", "H", "H", "H", "H", "H", "H", "H", "H", "H", "H", "H", "H", "H", "H", "C", "N", "C", "C", "O", "H", "H", "H", "H", "H", "H", "H", "C", "N", "C", "C", "O", "H", "H", "H", "H", "H", "H", "H", "C", "N", "C", "C", "O", "H", "H", "H", "H", "H", "H", "H", "C", "N", "C", "C", "O", "H", "H", "H", "H", "H", "H", "H"],
  "coordinates": [[3.875, -0.878, 2.425], [4.769, -1.787, 1.708], [5.599, -1.047, 0.656], [5.109, -1.138, -0.787], [4.219, 0.023, -1.224], [3.090, 0.391, -0.307], [3.065, 1.656, 0.259], [2.053, 2.026, 1.131], [1.053, 1.127, 1.448], [1.060, -0.140, 0.884], [2.075, -0.502, 0.011], [2.132, -2.133, -0.650], [0.419, -2.540, -0.612], [-0.037, -3.502, -1.517], [-1.343, -3.943, -1.462], [-2.202, -3.409, -0.514], [-1.779, -2.436, 0.387], [-2.759, -1.937, 1.430], [-4.074, -1.374, 0.877], [-4.011, 0.122, 0.609], [-3.141, 0.616, -0.914], [-0.448, -1.997, 0.331], [0.027, -1.041, 1.266], [4.406, -0.231, 2.991], [3.235, -1.380, 3.023], [5.455, -2.314, 2.380], [4.148, -2.548, 1.232], [6.613, -1.447, 0.691], [5.666, 0.002, 0.951], [4.634, -2.104, -0.966], [5.981, -1.110, -1.442], [4.862, 0.901, -1.302], [3.822, -0.166, -2.224], [3.846, 2.355, -0.005], [2.048, 3.014, 1.570], [0.271, 1.400, 2.146], [0.653, -3.906, -2.245], [-1.681, -4.711, -2.140], [-3.214, -3.789, -0.455], [-2.322, -1.177, 2.075], [-2.984, -2.777, 2.090], [-4.360, -1.894, -0.034], [-4.857, -1.530, 1.612], [-3.505, 0.622, 1.434], [-5.008, 0.550, 0.530], [-1.908, 0.568, -0.409], [-0.756, -0.480, 1.567], [3.781, 7.326, -1.051], [3.789, 5.907, -1.336], [2.630, 5.299, -1.976], [4.828, 5.117, -1.027], [4.875, 3.926, -1.286], [2.960, 7.584, -0.379], [3.671, 7.906, -1.969], [4.719, 7.603, -0.574], [2.204, 4.532, -1.328], [2.913, 4.832, -2.916], [1.888, 6.066, -2.177], [5.646, 5.645, -0.509], [0.362, -4.582, 3.408], [-0.391, -5.738, 2.966], [-0.212, -7.017, 3.628], [-1.256, -5.659, 1.937], [-1.909, -6.595, 1.513], [1.437, -4.757, 3.318], [0.136, -4.342, 4.450], [0.102, -3.724, 2.789], [0.138, -7.771, 2.924], [-1.154, -7.369, 4.050], [0.518, -6.900, 4.425], [-1.320, -4.652, 1.493], [1.946, 2.048, -6.432], [1.323, 3.233, -5.880], [-0.105, 3.231, -5.612], [2.025, 4.344, -5.593], [1.542, 5.355, -5.117], [1.516, 1.798, -7.405], [1.817, 1.194, -5.765], [3.011, 2.228, -6.560], [-0.605, 4.017, -6.180], [-0.299, 3.409, -4.554], [-0.513, 2.265, -5.895], [3.100, 4.249, -5.820], [-9.285, 1.364, 2.349], [-8.243, 0.383, 2.563], [-7.304, 0.564, 3.658], [-8.107, -0.704, 1.781], [-7.245, -1.549, 1.930], [-8.861, 2.349, 2.147], [-9.937, 1.440, 3.221], [-9.887, 1.066, 1.493], [-6.282, 0.629, 3.283], [-7.352, -0.277, 4.350], [-7.553, 1.481, 4.185], [-8.859, -0.759, 0.976]]
}


(4)
{
  "formula": "C31H26BaN9S3",
  "method": "ωB97M-V/def2-TZVPD",
  "lumo_energy_ev": 1.9,
  "e_tot_ev": -79184.269,
  "gap_ha": 0.2303,
  "charge": -1,
  "species": ["Ba", "C", "C", "C", "C", "C", "N", "C", "C", "C", "C", "C", "C", "C", "N", "C", "C", "C", "N", "C", "C", "N", "C", "C", "C", "N", "H", "H", "H", "H", "H", "H", "H", "H", "H", "H", "H", "H", "H", "H", "H", "H", "H", "H", "S", "C", "C", "C", "C", "N", "C", "C", "C", "S", "C", "N", "H", "H", "S", "C", "C", "N", "C", "H", "H", "H", "N", "H", "H", "H"],
  "coordinates": [[-0.263, -0.034, -1.104], [3.099, -4.552, 4.637], [2.842, -3.406, 3.697], [3.190, -2.094, 4.021], [2.918, -1.029, 3.185], [2.261, -1.200, 1.942], [1.866, -0.189, 1.120], [2.621, 0.957, 1.122], [4.031, 0.992, 1.071], [4.725, 2.173, 0.903], [4.074, 3.403, 0.776], [4.838, 4.676, 0.527], [2.692, 3.401, 0.882], [1.999, 2.214, 1.070], [0.582, 2.262, 1.223], [-0.160, 1.681, 2.191], [-1.463, 2.064, 1.979], [-1.407, 2.885, 0.836], [-0.168, 3.007, 0.385], [1.958, -2.537, 1.625], [2.225, -3.600, 2.470], [1.391, -2.810, 0.343], [2.065, -2.881, -0.821], [1.172, -3.281, -1.788], [-0.040, -3.440, -1.091], [0.091, -3.141, 0.196], [3.939, -4.339, 5.300], [3.332, -5.468, 4.092], [2.232, -4.764, 5.270], [3.685, -1.898, 4.967], [3.195, -0.026, 3.489], [4.567, 0.052, 1.129], [5.809, 2.140, 0.845], [5.849, 4.615, 0.932], [4.344, 5.532, 0.988], [4.927, 4.892, -0.541], [2.126, 4.323, 0.822], [0.300, 1.040, 2.924], [-2.325, 1.781, 2.559], [-2.209, 3.376, 0.308], [1.945, -4.596, 2.142], [3.113, -2.634, -0.857], [1.350, -3.438, -2.837], [-1.003, -3.725, -1.482], [-1.313, 1.790, -3.211], [-2.734, 0.954, -3.817], [-3.744, 1.743, -4.388], [-4.915, 1.211, -4.901], [-5.906, 2.092, -5.463], [-6.689, 2.810, -5.904], [-5.112, -0.175, -4.858], [-4.123, -0.973, -4.304], [-2.932, -0.455, -3.780], [-1.775, -1.607, -3.115], [-6.313, -0.781, -5.368], [-7.269, -1.282, -5.766], [-3.594, 2.813, -4.422], [-4.269, -2.044, -4.271], [4.383, 0.130, -4.002], [4.258, 1.482, -2.965], [3.153, 1.362, -2.190], [2.411, 0.222, -2.400], [2.952, -0.504, -3.333], [4.983, 2.277, -2.968], [2.840, 2.077, -1.443], [2.526, -1.435, -3.678], [-3.031, -0.214, -0.147], [-3.202, -1.074, 0.363], [-3.427, -0.333, -1.076], [-3.525, 0.535, 0.322]]
}


(5)
{
  "formula": "C4H4N2O2",
  "method": "ωB97M-V/def2-TZVPD",
  "lumo_energy_ev": [0.0, 0.1],
  "e_tot_ev": -11281.885,
  "gap_ha": [0.2952, 0.3085],
  "relative_energy_kj_mol": 642.1,
  "species": ["C", "C", "C", "C", "N", "N", "O", "O", "H", "H", "H", "H"],
  "coordinates": [[1.774, -0.205, -0.080], [1.110, -1.395, -0.101], [0.705, 0.823, -0.150], [-0.450, 0.111, -0.041], [-3.225, -0.355, 0.059], [-2.627, 0.629, -0.041], [-0.198, -1.201, -0.078], [1.023, 2.125, -0.094], [2.875, -0.130, -0.039], [1.597, -2.296, 0.030], [-4.304, -0.508, 0.013], [1.721, 2.403, 0.522]]
}


(6)
{
  "formula": "C3H4NO5",
  "method": "ωB97M-V/def2-TZVPD",
  "lumo_energy_ev": 3.9,
  "e_tot_ev": -14905.076,
  "gap_ha": 0.3006,
  "relative_energy_kj_mol": 72.0,
  "charge": -1,
  "species": ["C", "C", "C", "N", "O", "O", "O", "O", "O", "H", "H", "H", "H"],
  "coordinates": [[0.004, -0.250, -2.015], [-0.273, 1.827, -0.403], [0.369, 0.566, -0.269], [-0.239, -0.491, 0.574], [-1.031, -0.866, -2.081], [0.238, 2.825, -0.907], [0.986, -0.084, -2.692], [-1.618, 1.678, -0.136], [1.821, 0.559, -0.093], [-1.554, 0.716, 0.032], [0.005, -0.499, 1.560], [-0.039, -1.377, 0.235], [2.182, 0.714, -1.009]]
}